Record 1
Density functional theory data (the ωB97M-V functional and the def2-TZVPD basis) for a 10-piece molecular cluster, C16H52O15 overall in a non-equilibrium geometry.

Cartesian coordinates (Å):
O (-16.923, 15.694, 25.134)
C (-16.221, 15.564, 26.347)
C (-15.992, 16.918, 27.048)
O (-15.283, 16.717, 28.250)
H (-16.337, 15.507, 24.398)
H (-16.818, 14.842, 26.917)
H (-15.209, 15.154, 26.240)
H (-16.934, 17.424, 27.279)
H (-15.402, 17.497, 26.329)
H (-14.822, 17.537, 28.490)
O (-13.124, 14.141, 27.784)
C (-13.659, 14.066, 29.104)
C (-13.151, 12.751, 29.712)
O (-11.847, 12.806, 30.326)
H (-12.205, 14.424, 27.873)
H (-13.406, 14.913, 29.748)
H (-14.727, 14.029, 28.896)
H (-13.198, 12.024, 28.899)
H (-13.758, 12.395, 30.556)
H (-11.451, 11.951, 30.138)
O (-8.491, 18.155, 30.757)
C (-9.772, 17.801, 31.273)
C (-9.851, 16.486, 31.998)
O (-10.350, 15.505, 31.104)
H (-8.599, 18.989, 30.294)
H (-10.010, 18.588, 32.009)
H (-10.553, 17.968, 30.522)
H (-10.524, 16.569, 32.857)
H (-8.878, 16.308, 32.471)
H (-10.054, 14.612, 31.310)
O (-14.336, 22.228, 29.234)
C (-15.707, 21.848, 29.078)
C (-15.684, 20.500, 28.350)
O (-14.937, 19.458, 28.929)
H (-13.934, 21.560, 29.798)
H (-16.208, 21.687, 30.041)
H (-16.298, 22.613, 28.584)
H (-15.329, 20.668, 27.327)
H (-16.703, 20.145, 28.160)
H (-14.012, 19.476, 28.648)
O (-12.552, 18.023, 28.454)
C (-11.821, 17.649, 27.273)
C (-10.502, 16.947, 27.445)
O (-10.744, 15.751, 28.236)
H (-12.502, 17.209, 28.979)
H (-12.504, 16.939, 26.792)
H (-11.738, 18.474, 26.568)
H (-9.754, 17.481, 28.036)
H (-10.090, 16.576, 26.508)
H (-10.153, 15.758, 28.997)
C (-9.569, 21.017, 26.575)
C (-9.518, 21.383, 25.091)
O (-10.260, 22.560, 24.800)
H (-10.558, 20.584, 26.720)
H (-9.386, 21.896, 27.189)
H (-8.821, 20.270, 26.842)
H (-9.985, 20.617, 24.463)
H (-8.461, 21.489, 24.821)
H (-10.062, 22.825, 23.899)
C (-11.119, 18.276, 22.907)
O (-10.925, 17.474, 24.065)
H (-10.514, 19.176, 22.995)
H (-10.809, 17.835, 21.956)
H (-12.166, 18.568, 22.808)
H (-11.529, 16.726, 24.006)
C (-6.912, 13.805, 30.084)
O (-6.990, 12.584, 30.851)
H (-6.603, 14.635, 30.724)
H (-6.154, 13.588, 29.341)
H (-7.951, 13.961, 29.787)
H (-7.585, 12.647, 31.600)
C (-7.804, 17.479, 24.136)
O (-6.413, 17.728, 24.042)
H (-8.009, 16.601, 23.518)
H (-8.044, 17.108, 25.141)
H (-8.389, 18.351, 23.848)
H (-6.226, 18.642, 24.265)
C (-10.162, 12.323, 27.326)
O (-9.890, 11.516, 26.214)
H (-10.564, 11.702, 28.123)
H (-9.260, 12.782, 27.757)
H (-10.793, 13.193, 27.137)
H (-9.333, 11.955, 25.570)

LUMO level = 0.160 eV
Kohn-Sham gap = 9.76 eV
SMILES = OCCO.OCCO.OCCO.OCCO.OCCO.CCO.CO.CO.CO.CO

Löwdin population analysis, charges in e, atoms 1 to 5:
1 O -0.064
2 C -0.253
3 C -0.243
4 O -0.085
5 H 0.081

Record 2
Density functional theory data (the ωB97M-V functional and the def2-TZVPD basis) for a 3-piece molecular cluster, C37H38O4P overall in a non-equilibrium geometry.

Cartesian coordinates (Å):
C (0.942, 2.217, -4.649)
C (1.244, 0.580, -4.548)
C (-0.104, -0.343, -4.766)
C (-1.045, -0.281, -3.425)
P (-1.028, 0.007, -6.411)
C (-2.925, 0.149, -6.245)
C (-3.456, 1.525, -5.518)
C (-4.892, 1.107, -4.769)
C (-5.876, 2.387, -4.488)
C (-4.627, 0.384, -3.295)
H (1.995, 2.772, -4.703)
H (0.407, 2.636, -3.686)
H (0.252, 2.488, -5.560)
H (2.078, 0.307, -5.356)
H (1.719, 0.303, -3.498)
H (0.286, -1.468, -4.846)
H (-0.408, -0.547, -2.457)
H (-1.831, -1.173, -3.527)
H (-1.597, 0.737, -3.251)
H (-0.784, -1.138, -7.300)
H (-0.454, 1.152, -7.131)
H (-3.287, -0.779, -5.593)
H (-3.382, 0.064, -7.319)
H (-3.769, 2.361, -6.307)
H (-2.696, 2.009, -4.768)
H (-5.390, 0.315, -5.491)
H (-5.180, 3.285, -4.161)
H (-6.534, 2.101, -3.533)
H (-6.578, 2.655, -5.406)
H (-4.226, -0.720, -3.463)
H (-3.854, 1.067, -2.730)
H (-5.637, 0.298, -2.666)
C (-4.152, -5.655, 3.091)
C (-3.245, -5.556, 4.146)
C (-2.348, -4.488, 4.198)
C (-2.349, -3.521, 3.185)
C (-3.239, -3.634, 2.117)
C (-4.151, -4.697, 2.076)
C (-3.216, -2.648, 1.017)
O (-4.000, -2.744, 0.081)
C (-2.229, -1.551, 1.058)
C (-2.157, -0.642, -0.006)
C (-1.236, 0.407, 0.030)
C (-0.392, 0.557, 1.130)
C (-0.458, -0.350, 2.190)
C (-1.372, -1.411, 2.148)
C (-1.409, -2.386, 3.257)
O (-0.665, -2.257, 4.222)
H (-4.857, -6.482, 3.056)
H (-3.238, -6.309, 4.931)
H (-1.647, -4.414, 5.027)
H (-4.858, -4.784, 1.253)
H (-2.814, -0.751, -0.868)
H (-1.178, 1.108, -0.800)
H (0.320, 1.378, 1.162)
H (0.207, -0.229, 3.043)
C (2.654, -0.814, 5.740)
C (2.207, -0.791, 4.419)
C (2.915, -0.071, 3.455)
C (4.066, 0.639, 3.816)
C (4.499, 0.637, 5.141)
C (3.797, -0.101, 6.104)
C (5.683, 1.422, 5.543)
O (6.066, 1.417, 6.706)
C (6.395, 2.220, 4.524)
C (7.485, 3.015, 4.902)
C (8.172, 3.762, 3.942)
C (7.779, 3.710, 2.605)
C (6.690, 2.924, 2.227)
C (5.991, 2.185, 3.190)
C (4.818, 1.384, 2.786)
O (4.470, 1.341, 1.612)
H (2.107, -1.382, 6.489)
H (1.309, -1.336, 4.138)
H (2.563, -0.062, 2.424)
H (4.137, -0.119, 7.138)
H (7.800, 3.058, 5.943)
H (9.014, 4.383, 4.239)
H (8.318, 4.287, 1.856)
H (6.386, 2.892, 1.182)

LUMO level = -2.950 eV
Kohn-Sham gap = 8.01 eV
net charge = +1

Löwdin population analysis, charges in e, atoms 1 to 5:
1 C -0.133
2 C -0.249
3 C -0.478
4 C -0.135
5 P 1.057

Record 3
Density functional theory data (the ωB97M-V functional and the def2-TZVPD basis) for a 2-piece molecular cluster, C5H14OS2Si overall in a non-equilibrium geometry.

Cartesian coordinates (Å):
C (2.337, 1.742, -0.990)
C (1.215, 0.289, 1.788)
C (1.135, -2.255, -0.205)
C (-2.433, -0.690, 0.081)
C (-1.366, 0.293, -0.595)
O (1.834, 0.485, -1.155)
Si (1.018, -0.384, -0.045)
S (-4.166, -0.073, -0.202)
S (-1.568, 2.010, 0.036)
H (1.729, 2.395, -1.738)
H (3.374, 1.782, -1.150)
H (2.042, 2.178, -0.033)
H (2.119, -0.190, 2.289)
H (1.336, 1.290, 1.666)
H (0.298, -0.006, 2.277)
H (1.102, -2.705, 0.830)
H (0.293, -2.782, -0.760)
H (2.015, -2.686, -0.732)
H (-2.339, -1.575, -0.420)
H (-2.192, -0.707, 1.059)
H (-1.427, 0.406, -1.732)
H (-4.284, -0.311, -1.447)
H (-2.072, 1.495, 1.176)

LUMO level = 0.653 eV
Kohn-Sham gap = 8.15 eV

natural (NBO) population analysis, charges in e, atoms 1 to 5:
1 C -0.228
2 C -1.097
3 C -1.198
4 C -0.508
5 C -0.640